Below is a structure of composition C25H57IN11O29PS2 at a distorted geometry, with properties calculated with ωB97M-V/def2-TZVPD.

Geometry as XYZ:
```
126
Properties=species:S:1:pos:R:3
C -2.672 1.345 1.761
C -1.223 1.625 1.435
C -0.299 0.448 0.671
C -0.122 -0.659 1.914
C -0.740 -2.150 1.548
C 0.136 -3.009 0.463
C -0.687 -4.447 0.243
O -0.108 -5.611 0.558
O -2.093 -4.429 -0.263
O -1.209 -0.193 -0.276
S -1.605 0.721 -1.630
O -2.535 1.915 -1.454
O -2.328 -0.261 -2.635
C 0.061 1.103 -2.499
C -0.120 1.833 -3.928
C -1.128 3.075 -4.089
N -2.368 2.592 -4.871
O 0.604 -0.250 -2.622
C 1.573 -0.507 -3.635
C 0.920 -1.377 -4.907
C 0.948 1.888 -1.356
S 0.242 3.615 -0.915
I 2.952 2.544 -2.127
C 1.107 1.018 0.069
C 2.368 -0.019 0.005
P 3.959 0.568 0.913
O 4.182 -0.360 2.205
O 3.938 2.207 1.469
O 5.403 0.296 -0.085
H -3.546 1.876 1.146
H -2.902 0.618 2.671
H -0.770 2.671 1.758
H -0.725 -0.329 2.891
H 0.984 -0.777 2.275
H -0.669 -2.763 2.572
H -1.910 -2.125 1.316
H 1.197 -3.250 0.900
H 0.266 -2.440 -0.574
H -2.041 -4.834 -1.199
H -0.508 0.998 -4.692
H 0.932 2.164 -4.387
H -0.658 3.927 -4.780
H -1.535 3.605 -3.144
H -2.771 3.364 -5.446
H -3.098 2.314 -4.149
H 2.190 0.360 -4.096
H 2.382 -1.261 -3.178
H -0.218 -1.141 -5.070
H 0.962 -2.513 -4.544
H 1.576 -1.330 -5.875
H 0.755 3.987 0.353
H 1.439 1.865 0.846
H 2.724 -0.290 -1.104
H 2.156 -1.099 0.469
H 3.396 2.822 0.894
H 5.179 -0.298 -0.863
C -6.159 1.284 -7.438
N -5.170 2.172 -6.769
O -4.145 2.455 -7.401
O -5.451 2.561 -5.630
H -5.784 1.021 -8.429
H -6.272 0.392 -6.819
H -7.098 1.835 -7.515
C -4.625 -4.454 3.036
N -3.636 -3.565 3.704
O -2.611 -3.283 3.073
O -3.917 -3.177 4.844
H -4.250 -4.717 2.044
H -4.738 -5.346 3.655
H -5.564 -3.902 2.959
C -6.476 -2.867 7.483
N -7.240 -3.916 6.755
O -6.945 -4.111 5.571
O -8.114 -4.513 7.394
H -5.744 -2.427 6.802
H -7.190 -2.113 7.821
H -5.977 -3.348 8.327
C -0.913 2.097 -8.957
N 0.212 1.380 -8.298
O 1.359 1.703 -8.627
O -0.089 0.513 -7.469
H -0.504 2.827 -9.658
H -1.515 1.353 -9.483
H -1.491 2.594 -8.175
C -2.829 0.211 6.802
N -3.979 0.336 7.738
O -4.503 -0.712 8.133
O -4.324 1.482 8.048
H -2.637 -0.848 6.618
H -3.101 0.721 5.876
H -1.966 0.683 7.277
C 4.476 4.432 -9.518
N 3.489 4.615 -8.420
O 3.899 4.475 -7.262
O 2.331 4.894 -8.751
H 5.448 4.191 -9.083
H 4.121 3.612 -10.147
H 4.525 5.369 -10.077
C 5.946 -2.160 3.844
N 6.381 -3.583 3.837
O 5.829 -4.348 4.636
O 7.265 -3.891 3.030
H 5.167 -2.033 4.600
H 6.819 -1.550 4.083
H 5.559 -1.929 2.850
C 0.616 3.150 9.131
N -0.148 2.101 8.404
O 0.147 1.905 7.219
O -1.023 1.504 9.042
H 1.348 3.590 8.451
H -0.099 3.903 9.469
H 1.115 2.669 9.975
C 1.325 -6.430 3.586
N 0.459 -6.498 4.793
O 0.679 -5.681 5.695
O -0.417 -7.371 4.802
H 2.047 -5.621 3.714
H 1.835 -7.391 3.491
H 0.679 -6.237 2.727
C 7.183 4.584 -0.599
N 6.966 4.019 -1.958
O 5.858 4.201 -2.476
O 7.914 3.408 -2.466
H 6.271 5.092 -0.277
H 7.419 3.754 0.070
H 8.014 5.290 -0.664
```

Computed properties:
Highest occupied orbital energy ... -7.96 eV
Lowest unoccupied orbital energy ... -0.957 eV
Multiplicity ... 1
Kohn-Sham gap ... 7.0 eV